(1)
17
Properties=species:S:1:pos:R:3:lowdin_charge:R:1 method="wB97M-V/def2-TZVPD" molar_mass_g_mol=113.144 homo_lumo_gap_ev=8.4 de_lowest_kcal_mol=110.97 e_lumo_ev=-4.564 total_charge=+1
H -1.52 -0.87 1.56 0.0967
N -2.35 -0.61 0.90 0.0882
C -2.29 0.04 -0.15 -0.2378
C -1.15 0.98 -0.79 -0.0927
N 0.16 1.07 -0.11 0.0348
N 1.04 0.01 0.08 -0.0923
C 2.40 0.29 0.60 0.0472
C 0.71 -1.20 -0.16 -0.0820
N 0.50 -2.22 -0.79 0.3131
H -3.21 0.14 -0.65 0.0867
H -1.02 0.47 -1.78 0.1256
H -1.60 2.00 -0.78 0.1394
H 0.14 1.68 0.61 0.0932
H 2.44 1.05 1.33 0.0800
H 2.96 -0.55 1.07 0.1290
H 2.98 0.73 -0.25 0.1257
H -0.18 -2.99 -0.67 0.1451

---

(2)
89
Properties=species:S:1:pos:R:3:lowdin_spin:R:1 method="wB97M-V/def2-TZVPD" molar_mass_g_mol=925.548 s_squared=6.20 multiplicity=5 homo_lumo_gap_ev="5.8 / 6.4" de_lowest_kcal_mol=70.91 e_lumo_ev="-4.166 / -3.554" total_charge=+1
Mn 1.34 -0.71 2.37 4.0226
Se -1.27 -4.09 -1.42 -0.0023
P -0.48 -2.45 -2.51 0.0010
C -1.75 -1.61 -3.51 0.0003
C -1.40 -1.02 -4.72 0.0001
C -2.37 -0.42 -5.50 0.0000
C -3.69 -0.39 -5.07 0.0001
C -4.04 -1.01 -3.88 0.0000
C -3.08 -1.64 -3.11 0.0001
C 0.83 -2.86 -3.69 0.0003
C 0.74 -4.09 -4.32 0.0001
C 1.61 -4.41 -5.34 0.0000
C 2.57 -3.49 -5.74 0.0000
C 2.66 -2.25 -5.11 0.0000
C 1.79 -1.93 -4.08 0.0000
C 0.22 -1.35 -1.28 0.0055
C -0.32 -0.34 -0.45 0.0182
N 0.58 -0.18 0.54 0.0286
N 1.58 -1.03 0.32 0.0501
N 1.37 -1.75 -0.74 0.0167
P -1.52 0.95 -0.79 0.0016
Se -1.19 2.64 0.43 0.0008
C -1.14 1.40 -2.51 0.0001
C 0.20 1.41 -2.90 0.0001
C 0.56 1.89 -4.14 0.0000
C -0.41 2.40 -4.99 0.0000
C -1.73 2.42 -4.60 0.0000
C -2.11 1.92 -3.36 0.0000
C -3.20 0.32 -0.54 0.0003
C -3.42 -0.96 -0.04 0.0002
C -4.71 -1.36 0.27 0.0000
C -5.77 -0.50 0.08 0.0000
C -5.55 0.79 -0.39 0.0000
C -4.26 1.20 -0.69 0.0000
H -0.37 -1.04 -5.06 0.0000
H -2.09 0.03 -6.44 0.0000
H -4.44 0.09 -5.67 0.0000
H -5.07 -1.01 -3.55 0.0000
H -3.36 -2.17 -2.22 0.0000
H -0.01 -4.80 -4.00 0.0000
H 1.53 -5.36 -5.84 0.0000
H 3.25 -3.73 -6.54 0.0000
H 3.40 -1.54 -5.43 0.0000
H 1.87 -0.98 -3.57 0.0000
H 0.96 1.07 -2.21 0.0000
H 1.59 1.88 -4.44 0.0000
H -0.12 2.80 -5.95 0.0000
H -2.48 2.85 -5.25 0.0000
H -3.14 1.93 -3.06 0.0000
H -2.59 -1.63 0.11 0.0001
H -4.88 -2.36 0.66 0.0000
H -6.77 -0.81 0.34 0.0000
H -6.37 1.47 -0.51 0.0000
H -4.08 2.22 -1.00 0.0000
N 4.53 -0.96 6.98 0.0063
N 4.56 -0.62 5.73 0.0088
N 4.69 -1.55 4.86 0.0138
C 3.93 -1.67 3.81 0.0103
N 2.73 -1.11 3.76 0.0041
N 2.53 -0.17 4.80 0.0121
H 4.44 -1.92 7.30 0.0004
H 4.60 -0.21 7.65 0.0002
H 4.24 -2.35 3.03 0.0006
F -0.18 -1.75 3.81 -0.0034
C 0.31 -2.37 2.64 -0.1875
F 0.96 -3.47 3.08 -0.0379
H -0.59 -2.72 2.08 -0.0156
C 2.63 1.17 4.28 0.0033
N 2.48 2.20 5.27 0.0009
C 2.83 3.47 4.61 0.0001
N 1.94 3.73 3.49 0.0018
C 2.03 2.66 2.52 0.0030
N 1.66 1.36 3.14 0.0194
C 0.27 1.52 3.69 0.0077
N 0.19 2.60 4.65 0.0013
C 1.10 2.32 5.74 0.0002
C 0.58 3.83 3.98 0.0004
H 1.66 -0.36 5.31 0.0005
H 3.64 1.25 3.85 0.0002
H 3.86 3.42 4.26 0.0000
H 2.73 4.28 5.34 0.0000
H 3.05 2.60 2.13 0.0001
H 1.34 2.86 1.69 0.0000
H -0.07 0.60 4.18 0.0028
H -0.40 1.75 2.85 0.0009
H 0.80 1.39 6.24 0.0000
H 1.05 3.13 6.47 0.0000
H 0.51 4.66 4.69 0.0001
H -0.10 4.02 3.15 0.0000

---

(3)
14
Properties=species:S:1:pos:R:3:lowdin_charge:R:1 method="wB97M-V/def2-TZVPD" molar_mass_g_mol=224.805 homo_lumo_gap_ev=4.4 e_lumo_ev=-15.364 total_charge=+3
B 2.73 -0.24 -0.12 0.1472
C 1.29 -0.03 0.57 -0.1755
C 0.32 0.20 -0.51 -0.0018
O -1.22 0.53 0.05 0.1047
C -2.14 -0.25 -0.05 -0.2483
O -3.37 0.22 -0.21 -0.3280
H 3.54 0.61 -0.07 0.0514
H 2.91 -1.25 -0.71 0.0509
H 1.05 -0.96 1.08 0.1261
H 1.30 0.81 1.26 0.1196
H 0.45 1.11 -1.08 0.1488
H 0.16 -0.64 -1.18 0.1436
H -2.00 -1.33 0.04 0.1998
La -5.02 1.23 0.94 2.6616

---

(4)
58
Properties=species:S:1:pos:R:3:lowdin_charge:R:1 method="wB97M-V/def2-TZVPD" molar_mass_g_mol=416.995 homo_lumo_gap_ev=8.7 de_lowest_kcal_mol=0.00 smiles="CC[NH+](CC)CCNC(=O)c1ccc(Cl)c(S(=O)(=O)N2CCCCCC2)c1" e_lumo_ev=-2.884 total_charge=+1
C 6.00 -2.60 1.54 -0.0483
C 4.98 -2.70 2.66 -0.1786
N 3.74 -3.36 2.21 -0.1485
C 3.93 -4.75 1.72 -0.1699
C 4.65 -5.67 2.70 -0.0516
C 2.64 -3.26 3.21 -0.0962
C 1.28 -3.13 2.52 -0.1104
N 1.03 -1.80 1.98 0.0992
C 1.66 -1.29 0.90 -0.3790
O 2.68 -1.81 0.45 0.0584
C 1.10 -0.06 0.33 -0.1179
C 1.93 0.78 -0.42 0.0124
C 1.45 1.96 -0.95 -0.0587
C 0.12 2.32 -0.75 -0.6102
Cl -0.45 3.81 -1.36 0.8335
C -0.72 1.48 -0.04 -0.2403
S -2.48 1.84 0.31 0.6503
O -2.82 0.89 1.33 -0.2844
O -2.62 3.23 0.57 -0.2886
N -3.31 1.44 -1.05 -0.2318
C -3.53 2.44 -2.06 -0.1994
C -2.76 2.22 -3.37 -0.1888
C -3.51 1.31 -4.34 -0.2044
C -3.57 -0.15 -3.90 -0.2032
C -4.20 -0.37 -2.52 -0.1649
C -3.28 0.03 -1.37 -0.2009
C -0.24 0.30 0.50 -0.0082
H 5.55 -2.15 0.66 0.0865
H 6.43 -3.56 1.27 0.0777
H 6.82 -1.95 1.86 0.0925
H 5.40 -3.24 3.52 0.1304
H 4.72 -1.70 2.99 0.1341
H 3.37 -2.77 1.36 0.0996
H 2.95 -5.16 1.49 0.1273
H 4.50 -4.70 0.79 0.1325
H 4.62 -6.68 2.30 0.0936
H 4.16 -5.70 3.67 0.0791
H 5.69 -5.40 2.84 0.0779
H 2.81 -2.38 3.83 0.1404
H 2.64 -4.14 3.85 0.1305
H 0.50 -3.33 3.25 0.1403
H 1.19 -3.87 1.72 0.1329
H 0.22 -1.31 2.33 0.1436
H 2.96 0.49 -0.57 0.1245
H 2.10 2.61 -1.52 0.1163
H -3.25 3.39 -1.59 0.0889
H -4.60 2.50 -2.28 0.1303
H -2.62 3.19 -3.85 0.1133
H -1.77 1.81 -3.16 0.1016
H -4.53 1.69 -4.46 0.1160
H -3.03 1.36 -5.31 0.1119
H -2.56 -0.57 -3.90 0.1123
H -4.15 -0.70 -4.64 0.1115
H -4.41 -1.43 -2.41 0.1161
H -5.14 0.17 -2.44 0.1222
H -2.25 -0.29 -1.61 0.1198
H -3.59 -0.48 -0.45 0.1165
H -0.95 -0.30 1.03 0.1105

---

(5)
69
Properties=species:S:1:pos:R:3:lowdin_spin:R:1 method="wB97M-V/def2-TZVPD" molar_mass_g_mol=616.481 s_squared=8.80 multiplicity=6 homo_lumo_gap_ev="4.7 / 4.6" e_lumo_ev="-5.326 / -5.428" total_charge=+1
Fe -0.21 -0.05 -0.77 3.6938
C 0.09 5.12 6.12 0.0029
O 0.29 6.18 5.20 0.0671
C 1.10 6.00 4.15 0.0990
C 1.77 4.80 3.87 0.0069
C 2.55 4.69 2.74 0.0965
C 2.69 5.80 1.87 0.0291
C 2.06 7.02 2.20 0.0698
C 1.26 7.11 3.30 -0.0109
N 3.39 5.73 0.72 0.3474
N 3.85 4.76 0.09 0.1588
C 3.23 3.74 -0.48 0.0525
C 4.06 2.71 -0.99 0.0092
C 3.57 1.48 -1.33 0.0125
C 2.19 1.21 -1.20 0.0248
O 1.67 0.07 -1.41 0.0891
C 1.30 2.29 -0.83 0.0157
N -0.02 1.97 -0.79 0.0293
C -0.89 2.95 -0.58 0.0095
C -0.51 4.27 -0.39 0.0010
C 0.83 4.59 -0.37 0.0078
C 1.78 3.58 -0.54 0.0120
H -0.64 5.48 6.83 -0.0002
H 1.02 4.88 6.66 0.0010
H -0.29 4.22 5.63 0.0010
H 1.69 3.95 4.54 -0.0019
H 3.07 3.77 2.52 0.0038
H 2.20 7.87 1.54 0.0025
H 0.75 8.03 3.55 -0.0024
H 5.12 2.91 -1.05 0.0012
H 4.23 0.70 -1.67 0.0004
H -1.94 2.67 -0.57 0.0004
H -1.27 5.03 -0.26 0.0001
H 1.12 5.62 -0.23 0.0007
N -2.52 -0.09 -0.40 0.0481
C -2.82 -1.17 -1.31 0.0054
C -2.12 -1.24 -2.51 0.0041
C -2.27 -2.34 -3.34 0.0022
C -3.13 -3.34 -2.96 0.0021
C -3.85 -3.28 -1.78 0.0040
C -3.70 -2.18 -0.95 0.0012
S -3.07 -4.96 -3.82 0.0001
O -2.57 -4.66 -5.14 0.0000
O -4.40 -5.49 -3.74 0.0000
O -2.10 -5.62 -2.95 0.0006
H -2.89 -0.30 0.52 0.0010
H -2.92 0.79 -0.71 0.0008
H -1.42 -0.44 -2.78 -0.0004
H -1.71 -2.45 -4.27 0.0000
H -4.50 -4.11 -1.51 0.0002
H -4.23 -2.12 -0.01 0.0001
N -0.17 -1.89 -0.49 0.0348
C 0.11 -3.01 -0.66 0.0323
N 0.26 -4.26 -0.92 0.0244
C 1.33 -5.08 -0.34 0.0023
C 0.72 -6.20 0.51 0.0009
C -0.31 -6.99 -0.31 0.0000
C -1.39 -6.04 -0.83 0.0013
C -0.75 -4.98 -1.72 0.0023
H 2.01 -4.45 0.24 0.0000
H 1.89 -5.52 -1.17 0.0008
H 0.25 -5.77 1.39 0.0000
H 1.53 -6.85 0.84 0.0001
H -0.75 -7.78 0.30 0.0000
H 0.19 -7.46 -1.16 0.0000
H -1.91 -5.56 0.00 0.0000
H -2.14 -6.57 -1.43 0.0002
H -1.49 -4.30 -2.13 0.0001
H -0.24 -5.46 -2.55 0.0005

---

(6)
15
Properties=species:S:1:pos:R:3:lowdin_charge:R:1 method="wB97M-V/def2-TZVPD" molar_mass_g_mol=96.133 homo_lumo_gap_ev=10.2 de_lowest_kcal_mol=102.63 e_lumo_ev=0.924 total_charge=0
C -0.15 -0.90 -0.76 -0.0261
C -0.07 0.47 -0.15 -0.5457
C -0.65 0.13 1.22 -0.0487
C -0.33 -1.29 0.95 -0.3236
N -0.09 -2.44 1.40 0.1618
C 1.04 1.40 -0.37 -0.1022
N -0.33 1.74 -0.77 0.0625
H -1.08 -1.09 -1.32 0.1007
H 0.69 -1.17 -1.45 0.1109
H 0.10 -2.46 0.35 0.0539
H -1.73 0.27 1.24 0.1305
H -0.18 0.58 2.10 0.1219
H 1.78 1.16 -1.13 0.1070
H 1.43 1.98 0.47 0.1032
H -0.44 1.61 -1.78 0.0939

---

Calculated energy (eV), listed in the same order as above: -10243.18606 -239739.89541 -8820.45809 -54171.35173 -93880.00178 -8290.54581